{
  "formula": "C5H14N2O2",
  "method": "the ωB97M-V functional and the def2-TZVPD basis",
  "elements": ["O", "O", "N", "N", "C", "C", "C", "C", "C", "H", "H", "H", "H", "H", "H", "H", "H", "H", "H", "H", "H", "H", "H"],
  "xyz": [[-0.18903, -0.95102, -1.65338], [-2.79689, -0.39320, -0.68343], [-0.47208, -1.76180, 0.47954], [-1.74871, 0.74131, 1.17116], [0.95264, 0.55905, 0.27637], [1.96608, -0.30193, 1.00818], [1.54867, 1.23111, -0.94463], [-1.35944, 0.43993, -0.16224], [-0.38479, -0.62611, -0.33888], [-2.06999, 1.69884, 1.24755], [-2.51828, 0.11189, 1.39654], [2.41234, 1.83664, -0.65760], [-0.65814, -1.50608, 1.44230], [-2.74654, -0.51481, -1.63933], [1.51544, -0.75655, 1.88975], [0.50256, -1.62474, -1.68865], [2.35775, -1.07826, 0.34983], [2.79680, 0.30869, 1.37112], [-1.28916, 1.25055, -0.88282], [-1.18892, -2.39811, 0.14895], [0.82966, 1.89221, -1.42603], [0.63363, 1.34548, 0.96366], [1.90638, 0.49690, -1.66798]],
  "de_lowest_ev": 2.799,
  "charge": 0,
  "smiles": "CC(C)[C@](N)(O)[C@H](N)O",
  "gap_ev": 9.37,
  "homo_ev": -8.57,
  "energy_ha": -458.834737
}